(1)
{"formula": "C18H20N2O4S", "method": "ωB97M-V/def2-TZVPD", "gap_ev": 8.81, "homo_energy_ha": -0.3003, "smiles": "COc1ccsc1C(=O)N1CCN(Cc2ccc3c(c2)OCO3)CC1", "largest_force_ev_per_a": 1.270, "total_energy_ev": -40994.670, "elements": ["C", "H", "O", "C", "C", "S", "C", "C", "H", "H", "C", "O", "N", "C", "H", "C", "N", "C", "C", "H", "H", "H", "H", "C", "C", "C", "C", "C", "C", "C", "H", "O", "C", "O", "H", "H", "H", "H", "H", "H", "H", "H", "H", "H", "H"], "xyz": [[3.81356, 0.89924, -2.72480], [3.25736, 0.57810, -3.60874], [4.85582, 0.00482, -2.41300], [4.54811, -1.27785, -2.12039], [3.32045, -1.87146, -1.98103], [3.49877, -3.55050, -1.54428], [5.21108, -3.41566, -1.52419], [5.62670, -2.16997, -1.84060], [6.65198, -1.85526, -1.89345], [5.80194, -4.27624, -1.28370], [1.95717, -1.36699, -2.29793], [1.63322, -1.08755, -3.44103], [1.09479, -1.27179, -1.26189], [1.45933, -1.40083, 0.13527], [2.15549, -2.23063, 0.26569], [0.20916, -1.66130, 0.96432], [-0.69525, -0.52341, 0.91616], [-0.66715, 0.14822, -0.37828], [-0.24948, -0.78348, -1.51253], [-0.94415, -1.62900, -1.58687], [-0.24345, -0.26312, -2.47290], [0.04560, 0.97940, -0.31970], [-1.65131, 0.57054, -0.58579], [-2.02991, -0.88375, 1.36127], [-2.87902, 0.34046, 1.57664], [-4.17186, 0.40886, 1.08467], [-4.97944, 1.52776, 1.28390], [-4.43449, 2.57254, 1.98663], [-3.12915, 2.51393, 2.48074], [-2.33541, 1.41241, 2.29280], [-1.32788, 1.36607, 2.66770], [-2.84039, 3.68240, 3.13573], [-4.00242, 4.47732, 3.04145], [-4.99372, 3.77805, 2.32027], [-3.76412, 5.41926, 2.52147], [-4.37558, 4.70713, 4.05262], [-5.98505, 1.57501, 0.90188], [-4.57447, -0.42722, 0.53259], [-2.53406, -1.57183, 0.66008], [-1.91779, -1.40866, 2.31646], [0.49495, -1.82581, 2.00808], [-0.26858, -2.58571, 0.59633], [1.94551, -0.48210, 0.49011], [3.11754, 1.00218, -1.88495], [4.29565, 1.85645, -2.91681]]}

***

(2)
{"formula": "C22H21F5IrN7O2Se", "method": "ωB97M-V/def2-TZVPD", "gap_ev": [6.34, 6.34], "homo_energy_ha": [-0.4999, -0.4999], "largest_force_ev_per_a": 2.120, "total_energy_ev": -119438.068, "charge": 2, "elements": ["Ir", "N", "C", "C", "C", "C", "N", "C", "N", "N", "C", "O", "O", "H", "H", "H", "H", "H", "H", "H", "H", "H", "H", "H", "H", "H", "H", "N", "C", "C", "C", "C", "C", "C", "C", "N", "C", "C", "N", "C", "H", "H", "H", "H", "H", "H", "H", "F", "C", "C", "F", "C", "F", "C", "Se", "C", "F", "C", "F"], "xyz": [[0.00894, 0.83013, -0.32942], [-0.37046, -1.11371, -1.03374], [0.92546, -1.81080, -1.25014], [0.93715, -2.75551, -2.43700], [0.58243, -2.13908, -3.78229], [1.55388, -1.07712, -4.28861], [2.86843, -1.67345, -4.53039], [4.06347, -1.15043, -4.25719], [5.16097, -1.85873, -4.52041], [4.19141, 0.09979, -3.80867], [2.05939, -0.82037, -1.28885], [3.17789, -1.17137, -1.55433], [1.76208, 0.43117, -1.02862], [-0.96057, -1.64562, -0.39773], [-0.90146, -1.00082, -1.89875], [1.11216, -2.41612, -0.35844], [0.23626, -3.56561, -2.22427], [1.92972, -3.20802, -2.48197], [-0.42660, -1.71637, -3.78523], [0.54079, -2.94176, -4.52352], [1.64755, -0.24985, -3.58408], [1.17450, -0.65847, -5.22175], [2.86618, -2.58610, -4.96263], [5.10517, -2.81218, -4.83720], [6.07206, -1.51772, -4.26141], [3.40186, 0.56222, -3.38896], [5.09055, 0.40071, -3.46551], [-4.13745, -2.18277, 9.14114], [-3.49441, -1.87702, 8.24504], [-2.69371, -1.47671, 7.11610], [-3.12255, -1.77224, 5.82551], [-2.38893, -1.33469, 4.73722], [-1.23801, -0.59311, 4.95109], [-0.78088, -0.32226, 6.22940], [-1.51138, -0.77286, 7.31652], [-0.50296, -0.08222, 3.82067], [0.82918, 0.27390, 3.80726], [1.08996, 0.73087, 2.56275], [-0.07061, 0.67418, 1.80417], [-0.99702, 0.15825, 2.60474], [-4.02427, -2.34823, 5.67745], [-2.71463, -1.59495, 3.74099], [0.11655, 0.25362, 6.39611], [-1.16986, -0.56855, 8.32089], [1.46804, 0.15148, 4.65956], [2.00853, 1.11970, 2.16150], [-2.03309, 0.02648, 2.34893], [-4.10531, 6.17102, -1.29285], [-3.26915, 5.17057, -1.55256], [-2.93587, 4.86824, -2.86618], [-3.45187, 5.58294, -3.85411], [-2.06414, 3.82032, -3.12517], [-1.74706, 3.53958, -4.39094], [-1.51811, 3.06880, -2.09240], [-0.28539, 1.71414, -2.48918], [-1.87909, 3.38595, -0.79559], [-1.37679, 2.63646, 0.24738], [-2.73977, 4.42699, -0.50523], [-3.06914, 4.71731, 0.75092]]}